Entry 1:
Molecular formula: C20H27N5O4
Method: DFT, ωB97M-V/def2-TZVPD

```
56
Properties=species:S:1:pos:R:3:mulliken_charge:R:1
C 0.5935 -4.4021 3.0350 -1.297
C 0.7237 -3.4658 1.8763 0.532
C 0.4692 -2.1407 1.9874 -0.360
C 0.6302 -1.2569 0.8504 0.389
N 0.5011 0.0024 0.7153 -0.714
C -0.1674 0.8131 1.7205 0.421
C -0.3603 2.2070 1.1223 -1.020
C -1.0503 3.1661 2.0851 -1.133
C -2.4067 2.6427 2.5334 1.711
C -2.2421 1.2312 3.0994 -0.834
C -1.5633 0.2958 2.1041 -0.925
C -3.0349 3.5870 3.5539 -2.013
N -4.4246 3.2319 3.8115 0.193
C -4.7538 2.6645 5.0053 0.863
O -3.9215 2.4058 5.8619 -0.631
C -6.1868 2.3911 5.2865 0.496
C -7.2933 3.1365 5.0684 -0.447
O -8.3618 2.5662 5.6196 -0.213
N -7.9662 1.3847 6.2382 -0.622
C -6.6819 1.2884 6.0562 0.308
C -5.9160 0.1379 6.6099 -1.046
C -5.2304 3.2090 2.5995 -0.775
C -4.5748 2.2960 1.5728 -0.605
O -3.2254 2.6436 1.3490 -0.425
N 1.1108 -1.9510 -0.2723 -0.091
C 1.3272 -3.2797 -0.3048 0.603
C 1.8520 -3.8606 -1.5938 -0.729
O 3.2570 -4.0133 -1.4733 -0.516
N 1.1284 -4.0676 0.6998 -0.603
H 0.2790 -3.8853 3.9394 0.332
H -0.1306 -5.1820 2.7951 0.313
H 1.5488 -4.8969 3.2144 0.317
H 0.1957 -1.7215 2.9428 0.438
H 0.4469 0.8910 2.6321 0.234
H 0.6113 2.6065 0.8252 0.397
H -0.9531 2.0985 0.2121 0.268
H -0.4306 3.3153 2.9758 0.312
H -1.1891 4.1434 1.6166 0.466
H -1.6417 1.3108 4.0108 0.481
H -3.2034 0.8233 3.4185 0.164
H -2.1560 0.2327 1.1861 0.065
H -1.5285 -0.7076 2.5244 0.611
H -2.4911 3.5596 4.4945 0.521
H -3.0132 4.6039 3.1492 0.380
H -7.4608 4.0774 4.5698 0.550
H -5.1714 0.4962 7.3183 0.276
H -6.5957 -0.5550 7.1003 0.374
H -5.3821 -0.3830 5.8146 0.257
H -6.2332 2.8515 2.8147 0.600
H -5.2954 4.2258 2.1998 0.180
H -4.6636 1.2533 1.9014 0.274
H -5.0795 2.3906 0.6110 0.444
H 1.3007 -1.3765 -1.0807 0.291
H 1.3499 -4.8157 -1.7476 0.358
H 1.6165 -3.1977 -2.4333 0.250
H 3.5227 -4.8316 -1.8990 0.327
```

- HOMO energy: -8.138 eV
- Energy relative to the best compared isomer or geometry (same formula, charge and spin): 29.4 kcal/mol
- Gap between HOMO and LUMO: 8.726 eV
- SMILES: Cc1c/c(=N\[C@H]2CC[C@@]3(CC2)CN(C(=O)c2conc2C)CCO3)[nH]c(CO)n1

Entry 2:
Molecular formula: C20H27NO
Method: DFT, ωB97M-V/def2-TZVPD

```
49
Properties=species:S:1:pos:R:3:mulliken_charge:R:1
C -7.6175 -1.0422 -1.0358 -1.439
C -7.0804 -0.3107 0.1966 0.170
C -7.4757 -1.0457 1.4793 -1.461
C -5.5841 -0.1484 0.1088 0.933
C -4.7367 -1.2507 0.0816 -0.123
C -3.3693 -1.0900 0.0014 -1.296
C -2.7906 0.1804 -0.0597 0.960
C -1.3446 0.2901 -0.1521 0.050
C -0.6360 1.4176 -0.2635 -0.335
C 0.8408 1.5069 -0.3020 0.326
O 1.4331 2.4867 0.1137 -0.657
N 1.4838 0.4472 -0.8537 -0.132
C 2.9215 0.3435 -0.8741 -0.686
C 3.4426 -0.6341 0.1915 -1.196
C 4.9457 -0.6602 0.1981 0.765
C 5.6351 -1.5851 -0.4555 -0.565
C 7.1309 -1.6471 -0.5047 -0.634
C 7.7672 -0.7514 0.5541 -0.724
C 7.0753 0.6067 0.5608 -0.795
C 5.6177 0.4357 0.9767 -0.474
C -3.6441 1.2845 -0.0324 -0.860
C -5.0113 1.1173 0.0509 -0.756
H -7.2193 -2.0524 -1.0901 0.299
H -8.7027 -1.1030 -0.9932 0.429
H -7.3355 -0.5129 -1.9434 0.365
H -7.5307 0.6878 0.2236 0.384
H -7.0822 -0.5261 2.3503 0.363
H -7.0865 -2.0607 1.4805 0.298
H -8.5590 -1.0944 1.5650 0.434
H -5.1475 -2.2485 0.1247 0.279
H -2.7319 -1.9636 -0.0166 0.311
H -0.8286 -0.6634 -0.1102 0.314
H -1.1160 2.3848 -0.2469 0.340
H 0.9516 -0.3501 -1.1606 0.238
H 3.2513 0.0190 -1.8658 0.297
H 3.3049 1.3475 -0.6802 0.363
H 3.0490 -1.6319 -0.0175 0.412
H 3.0720 -0.3111 1.1669 0.289
H 5.1166 -2.3554 -1.0124 0.341
H 7.4586 -2.6817 -0.3712 0.364
H 7.4612 -1.3343 -1.5017 0.289
H 8.8344 -0.6374 0.3542 0.314
H 7.6558 -1.2140 1.5369 0.323
H 7.5811 1.2896 1.2458 0.318
H 7.1195 1.0383 -0.4413 0.306
H 5.0724 1.3718 0.8396 0.353
H 5.5665 0.1887 2.0427 0.313
H -3.2369 2.2826 -0.0716 0.299
H -5.6504 1.9890 0.0728 0.296
```

- HOMO energy: -8.549 eV
- Energy relative to the best compared isomer or geometry (same formula, charge and spin): 2.9 kcal/mol
- Gap between HOMO and LUMO: 8.841 eV
- SMILES: CC(C)c1ccc(/C=C/C(=O)NCCC2=CCCCC2)cc1

Entry 3:
Molecular formula: C20H27NO12S
Method: DFT, ωB97M-V/def2-TZVPD

```
61
Properties=species:S:1:pos:R:3:mulliken_charge:R:1
O -4.1083 3.4674 -2.7207 -0.622
N -3.3886 2.7945 -3.4409 0.978
O -3.6991 2.4220 -4.5445 -0.588
C -2.0718 2.4760 -2.9062 0.024
C -1.5514 3.2367 -1.8427 -0.243
C -0.2113 3.1141 -1.5259 -0.602
C 0.5701 2.1096 -2.0773 -0.479
C 0.0325 1.3610 -3.1454 -0.031
C -1.2987 1.5113 -3.4951 -0.457
H -2.2855 3.8527 -1.3472 0.471
H 0.2430 3.7909 -0.8136 0.351
H 1.6417 2.0675 -1.9402 0.430
H 0.6473 0.6408 -3.6656 0.254
H -1.5968 0.9929 -4.3989 0.444
O -0.4495 -1.9265 -1.9358 -0.552
S 0.0430 -1.7939 -0.5833 1.104
O 0.9230 -2.7932 -0.0872 -0.541
O 0.6704 -0.3577 -0.1294 -0.099
C -0.2400 0.2950 0.7951 -0.144
C -0.8850 -0.8508 1.5323 0.025
O -1.2659 -1.6467 0.3684 -0.442
H 0.3439 0.9762 1.4083 0.342
H -0.9607 0.8406 0.1897 0.048
H -1.8541 -0.6490 1.9844 0.260
H -0.2958 -1.4610 2.2139 -0.052
O 2.1746 -1.7470 3.0654 -0.498
C 2.4573 -2.7366 3.6402 0.517
C 1.5197 -3.6941 4.3830 -0.391
C 2.2679 -4.9954 4.2347 -0.511
C 3.7654 -4.5640 4.2608 -0.441
O 3.7277 -3.2487 3.7166 -0.364
H 1.4380 -3.4150 5.4317 0.341
H 0.5508 -3.6807 3.8921 0.223
H 1.9370 -5.6184 5.0669 0.326
H 2.1833 -5.5028 3.2765 0.268
H 4.2321 -4.5824 5.2510 0.250
H 4.3985 -5.2718 3.7256 0.301
O -1.1447 3.4419 1.8267 -0.558
C -2.3172 3.3960 2.0633 0.444
C -3.3675 4.3177 1.5172 0.198
C -4.5693 4.0124 2.3943 -0.762
C -4.0631 2.9532 3.3878 -0.392
O -2.8992 2.3772 2.7281 -0.293
H -2.9441 5.3190 1.5591 0.406
H -3.5519 3.9825 0.4977 -0.173
H -5.0509 4.8640 2.8766 0.319
H -5.3797 3.6183 1.7794 0.307
H -3.7058 3.2957 4.3585 0.290
H -4.8173 2.1840 3.5384 0.269
O 2.9946 -0.4002 -6.2002 -0.583
C 2.9598 -0.8518 -5.0978 0.495
C 2.3365 -2.1895 -4.6506 -0.393
C 2.9922 -2.3814 -3.2937 -0.491
C 3.1759 -0.9084 -2.8516 0.403
O 3.4765 -0.2062 -4.0265 -0.386
H 1.2577 -2.0941 -4.5251 0.188
H 2.5470 -2.9350 -5.4111 0.349
H 2.2968 -2.8431 -2.5901 0.219
H 3.9266 -2.9383 -3.2716 0.309
H 2.2621 -0.6026 -2.3274 -0.482
H 3.9800 -0.8252 -2.1185 0.417
```

- HOMO energy: -9.872 eV
- Gap between HOMO and LUMO: 9.467 eV
- SMILES: O=[N+]([O-])c1ccccc1.O=S1(=O)OCCO1.O=C1CCCO1.O=C1CCCO1.O=C1CCCO1

Entry 4:
Molecular formula: C20H27NO2
Method: DFT, ωB97M-V/def2-TZVPD

```
50
Properties=species:S:1:pos:R:3:mulliken_charge:R:1
C -0.7629 2.9133 3.1408 -1.390
C -0.7314 1.4282 3.4872 0.816
C -2.0499 0.8798 3.7609 -1.789
C 0.4805 0.7439 3.5785 -0.361
C 1.8363 1.2504 3.1180 -0.709
C 2.5697 0.0701 2.4352 -1.662
C 2.2944 -0.1195 1.0377 0.959
C 2.9949 0.6044 0.1003 -0.515
C 2.6174 0.5322 -1.3817 -1.530
C 1.1623 0.0982 -1.5722 1.007
C 0.9014 0.0658 -3.0540 -0.646
O 1.6536 -0.7695 -3.6663 -0.706
N -0.2985 0.4685 -3.5453 0.302
C -0.7487 -0.3390 -4.7124 -0.876
O -1.2227 1.4311 -3.0228 -0.463
C 0.9136 -1.2787 -0.9270 -0.465
C -0.5080 -1.6022 -1.0754 -0.060
C -1.4827 -0.7458 -0.4543 -0.800
C -2.8173 -0.8563 -0.7100 -0.879
C -3.2286 -1.7586 -1.5988 -0.096
C -2.3733 -2.6506 -2.1784 -0.632
C -1.0095 -2.5315 -1.9655 -0.562
C 1.3070 -1.2786 0.6565 -1.137
H 0.2239 3.3931 3.3822 0.315
H -0.9380 3.0150 2.0367 0.262
H -1.5827 3.4976 3.6239 0.422
H -2.0739 -0.0251 3.2870 0.438
H -2.7478 1.4785 3.3537 0.504
H -2.1687 0.8512 4.8854 0.331
H 0.3907 -0.2522 3.9481 0.502
H 2.4468 1.6438 3.8965 0.391
H 1.6998 2.0456 2.3816 0.526
H 3.6012 0.3982 2.5389 0.453
H 2.4522 -0.8897 3.0317 0.366
H 3.5854 1.4095 0.5128 0.357
H 2.7645 1.4462 -1.9344 0.534
H 3.3220 -0.0667 -1.8497 0.504
H 0.5110 0.8151 -1.1140 0.726
H 0.0524 -0.7302 -5.3492 0.313
H -1.0791 -1.3189 -4.3250 0.209
H -1.5606 0.0477 -5.3313 0.318
H -1.8749 1.0218 -2.3686 0.352
H 1.5093 -2.0413 -1.3065 1.184
H -1.4092 -0.0107 0.2503 0.973
H -3.4589 -0.1672 -0.1509 0.417
H -4.2719 -1.7862 -1.8735 0.396
H -2.7745 -3.4283 -2.8213 0.407
H -0.3751 -3.3667 -2.2849 0.310
H 0.3921 -1.3305 1.2556 0.427
H 1.8664 -2.2054 0.8736 0.257
```

- HOMO energy: -8.366 eV
- Energy relative to the best compared isomer or geometry (same formula, charge and spin): 138.0 kcal/mol
- Gap between HOMO and LUMO: 8.924 eV
- SMILES: CC(C)=CCCC1=CC[C@@H](C(=O)N(C)O)[C@H](c2ccccc2)C1